1.
Here is a cluster of 11 separate species, C48H128B3F12N8O16 in total from the OMol25 dataset. Energies are from the ωB97M-V functional and the def2-TZVPD basis.

Values from the calculation:
- Kohn-Sham gap (alpha / beta) (Eh) = 0.258 / 0.017
- expectation value of S² = 0.75
- multiplicity = 2
- net charge = +6

Geometry (Å):
C (-2.192048, 1.590622, -7.448651)
O (-3.074788, 0.783782, -6.779681)
C (-4.082868, 1.563012, -6.159181)
C (-4.969298, 0.653292, -5.347711)
N (-4.207708, 0.039122, -4.251581)
H (-3.488598, -0.551388, -4.644371)
H (-3.705638, 0.652192, -3.625351)
C (-5.151038, -0.692758, -3.232951)
C (-4.375798, -1.489588, -2.184261)
O (-3.059388, -1.779628, -2.513861)
C (-2.494388, -2.691598, -1.495061)
H (-1.587698, 1.038702, -8.168541)
H (-1.400908, 2.086842, -6.886561)
H (-2.657798, 2.383842, -8.033431)
H (-4.702478, 2.050112, -6.912121)
H (-3.761968, 2.456182, -5.623101)
H (-5.375018, -0.181218, -5.919631)
H (-5.645588, 1.318972, -4.811421)
H (-5.855418, -1.192838, -3.897681)
H (-5.647888, 0.194062, -2.839511)
H (-5.028228, -2.341378, -1.992211)
H (-4.384358, -0.905458, -1.264041)
H (-1.453508, -2.988498, -1.623601)
H (-3.046018, -3.628158, -1.413451)
H (-2.490498, -2.230838, -0.507241)
C (-11.233938, -3.834498, 5.579949)
O (-10.609018, -2.608018, 5.382039)
C (-9.860188, -2.264988, 6.478599)
C (-8.884278, -1.069318, 6.156469)
N (-7.892258, -1.379438, 4.986859)
H (-8.382698, -1.300808, 4.107429)
H (-7.261478, -0.590768, 4.971829)
C (-7.100168, -2.696828, 5.136079)
C (-5.924388, -2.745328, 4.145239)
O (-6.392528, -2.701558, 2.803359)
C (-5.520078, -2.228188, 1.810759)
H (-10.507148, -4.645138, 5.632319)
H (-11.878058, -4.120738, 4.748519)
H (-11.890708, -3.819758, 6.449739)
H (-9.124178, -2.988538, 6.829149)
H (-10.414858, -1.984158, 7.373899)
H (-8.229188, -0.873248, 7.005289)
H (-9.364528, -0.161448, 5.791449)
H (-7.728328, -3.566328, 4.942459)
H (-6.772068, -2.659568, 6.174859)
H (-5.367218, -3.672598, 4.278759)
H (-5.316208, -1.875878, 4.394799)
H (-5.071548, -1.276938, 2.097189)
H (-6.077208, -1.940668, 0.919099)
H (-4.775238, -2.949278, 1.474109)
C (4.235492, 0.771322, -4.702301)
O (4.261042, 0.952532, -6.154841)
C (3.355852, 0.122292, -6.846661)
C (3.966132, -0.155288, -8.192071)
N (4.557152, 1.106822, -8.913261)
H (4.493842, 0.978872, -9.913131)
H (4.014012, 1.951492, -8.805461)
C (5.940792, 1.480232, -8.512511)
C (5.841782, 3.003172, -8.256331)
O (5.749022, 3.768852, -9.469561)
C (6.427572, 5.116392, -9.474381)
H (4.652162, 1.644422, -4.200131)
H (4.863242, -0.096438, -4.499731)
H (3.232012, 0.660642, -4.291331)
H (2.470592, 0.742892, -6.985491)
H (3.184992, -0.810998, -6.310131)
H (3.217352, -0.404988, -8.943781)
H (4.748522, -0.913748, -8.218691)
H (6.581132, 1.216072, -9.354111)
H (6.231502, 0.954622, -7.602941)
H (6.781322, 3.272302, -7.773701)
H (4.957382, 3.220242, -7.657321)
H (7.392972, 5.147832, -8.969301)
H (5.901402, 5.884892, -8.908121)
H (6.512462, 5.548932, -10.471281)
C (-2.903858, 0.603952, 1.160219)
O (-1.566578, 0.700182, 0.604399)
C (-0.933088, 1.927902, 0.619039)
C (0.233652, 1.911312, -0.479361)
N (-0.425868, 1.572222, -1.782371)
H (-1.018748, 0.762792, -1.666601)
H (-1.189408, 2.208652, -1.961421)
C (0.463132, 1.524522, -3.019581)
C (-0.316888, 1.089722, -4.290771)
O (-1.081838, -0.055268, -3.993301)
C (-0.415988, -1.328498, -4.240091)
H (-3.494678, 1.519112, 1.198929)
H (-2.902268, 0.184862, 2.166439)
H (-3.497008, -0.024908, 0.496289)
H (-0.425068, 2.188522, 1.547529)
H (-1.560768, 2.794652, 0.412039)
H (0.944732, 1.105762, -0.296171)
H (0.726742, 2.882392, -0.523741)
H (1.273552, 0.834412, -2.784901)
H (0.940842, 2.497432, -3.135101)
H (0.256182, 0.872672, -5.192201)
H (-1.062038, 1.858562, -4.495061)
H (-0.372248, -1.496938, -5.316111)
H (-0.960018, -2.132668, -3.744671)
H (0.546772, -1.413028, -3.736061)
C (0.951382, -4.914118, -4.794911)
O (1.459792, -5.685138, -3.795931)
C (1.969442, -4.894728, -2.765501)
C (2.551202, -5.805018, -1.674181)
N (1.469972, -6.760138, -1.183271)
H (0.750492, -6.308568, -0.636881)
H (0.918102, -7.034728, -1.983351)
C (1.936762, -7.962048, -0.401961)
C (2.479962, -9.022908, -1.392411)
O (1.489852, -9.436128, -2.346041)
C (1.971762, -10.489628, -3.157161)
H (0.904712, -5.490678, -5.718761)
H (1.456652, -3.957388, -4.927051)
H (-0.085568, -4.663538, -4.571171)
H (1.185952, -4.248968, -2.368951)
H (2.769842, -4.371828, -3.288991)
H (2.951492, -5.473988, -0.715911)
H (3.272382, -6.408518, -2.225351)
H (1.032082, -8.501998, -0.122471)
H (2.594822, -7.702998, 0.427469)
H (2.796592, -9.887038, -0.808351)
H (3.411702, -8.673538, -1.837261)
H (2.492522, -11.259498, -2.587771)
H (2.649792, -10.046098, -3.886311)
H (1.059062, -10.727058, -3.703701)
C (5.432542, -4.873108, 2.760959)
O (4.523422, -4.307248, 3.766019)
C (4.806652, -2.938328, 4.022839)
C (3.600642, -2.011238, 3.668839)
N (2.508712, -2.323258, 4.733369)
H (2.033282, -3.195608, 4.551529)
H (3.081052, -2.349998, 5.565129)
C (1.348862, -1.300368, 4.686339)
C (0.631512, -1.247918, 3.362879)
O (0.129532, -2.519898, 3.038909)
C (-0.671258, -2.475068, 1.852859)
H (5.246482, -5.940988, 2.646489)
H (6.504622, -4.850628, 2.956499)
H (5.375772, -4.537638, 1.725419)
H (5.674002, -2.526088, 3.507219)
H (5.150392, -2.877378, 5.055429)
H (3.222072, -2.378878, 2.715099)
H (3.822552, -0.953488, 3.527359)
H (1.793152, -0.387928, 5.084039)
H (0.783762, -1.720618, 5.518299)
H (1.253662, -0.945238, 2.520619)
H (-0.220598, -0.569308, 3.401549)
H (-1.484248, -1.762448, 1.991879)
H (-1.093088, -3.477428, 1.779159)
H (-0.137948, -2.277278, 0.923039)
C (-4.613168, 9.214072, 8.829059)
O (-3.689648, 8.115082, 8.743829)
C (-2.385578, 8.429912, 8.306299)
C (-1.387898, 7.270052, 8.586819)
N (-1.565688, 6.071952, 7.573709)
H (-1.250078, 6.421382, 6.680179)
H (-0.917718, 5.309582, 7.711639)
C (-3.020878, 5.547872, 7.384189)
C (-3.017608, 4.367582, 6.348749)
O (-2.110638, 4.809662, 5.297799)
C (-1.733898, 3.815112, 4.320649)
H (-4.801538, 9.469842, 7.786369)
H (-4.093748, 10.044162, 9.307879)
H (-5.524338, 8.932282, 9.356749)
H (-2.009688, 9.273042, 8.885879)
H (-2.380518, 8.728702, 7.258059)
H (-1.452798, 6.942822, 9.624519)
H (-0.328218, 7.468372, 8.426079)
H (-3.644308, 6.412442, 7.156279)
H (-3.314408, 5.148692, 8.355059)
H (-3.950118, 3.947292, 5.972089)
H (-2.585088, 3.506742, 6.858629)
H (-1.450728, 2.924512, 4.881669)
H (-0.958478, 4.200452, 3.658579)
H (-2.584378, 3.398452, 3.781039)
C (2.245432, 4.485102, 2.011049)
O (2.266782, 3.094222, 2.024369)
C (3.318232, 2.421192, 2.683649)
C (4.668872, 2.430582, 2.026019)
N (4.686172, 1.951522, 0.563579)
H (4.284912, 1.032042, 0.680409)
H (4.031452, 2.441062, -0.029531)
C (6.109442, 1.992302, -0.051811)
C (7.134732, 1.022582, 0.456069)
O (7.461622, 1.375152, 1.773669)
C (8.457752, 0.651692, 2.477789)
H (1.435702, 4.849042, 1.378599)
H (3.213412, 4.803932, 1.624459)
H (2.287012, 4.874002, 3.028459)
H (3.033762, 1.370862, 2.746699)
H (3.297372, 2.722452, 3.730979)
H (5.383552, 1.852072, 2.611389)
H (5.116942, 3.421562, 1.953259)
H (6.490702, 2.996642, 0.132689)
H (6.085202, 1.836552, -1.130361)
H (8.012322, 1.163332, -0.174911)
H (6.827642, -0.007798, 0.276899)
H (8.683902, 1.203852, 3.389969)
H (9.346642, 0.533512, 1.858109)
H (7.969322, -0.305858, 2.658459)
B (-3.736348, 2.859392, -2.091991)
F (-3.256618, 1.594592, -2.138641)
F (-3.752668, 3.318912, -0.760211)
F (-3.081708, 3.795402, -2.840331)
F (-5.029298, 2.791532, -2.539811)
B (3.140612, -1.203238, -0.259281)
F (4.356642, -0.748798, -0.876831)
F (2.978072, -0.356498, 0.832669)
F (2.042452, -1.020648, -1.105721)
F (3.222202, -2.478168, 0.194089)
B (3.356922, 3.606732, -1.889091)
F (2.793182, 4.476362, -2.866721)
F (3.175902, 2.307012, -2.214921)
F (4.744462, 3.810762, -1.718891)
F (2.799652, 3.803522, -0.627491)

Atoms 1-3, force components in eV/Å:
C 1.873 0.967 -1.886
O -0.556 -0.074 1.247
C -0.717 -0.120 -0.849

---

2.
Here is a cluster of 14 separate species, C48H128N8O14 in total from the OMol25 dataset. Energies are from the ωB97M-V functional and the def2-TZVPD basis.

Values from the calculation:
- Kohn-Sham gap (Eh) = 0.301
- energy relative to the best compared isomer or geometry (same formula, charge and spin) (kcal/mol) = 0.0

Geometry (Å):
C (-5.136990, -3.100057, -4.856805)
C (-3.833568, -2.876329, -5.620923)
C (-3.424755, -1.408081, -5.555171)
C (-3.088777, -0.922898, -4.173470)
C (-2.057395, -1.807890, -3.466550)
C (-2.190794, -3.314330, -3.730171)
N (-2.673060, -3.574908, -5.075826)
O (-2.768125, -4.984574, -5.252533)
C (-0.780464, -3.899753, -3.640634)
C (-3.017336, -3.979605, -2.630708)
C (-4.001842, -3.228127, -7.090490)
H (-5.240041, -2.445126, -3.994609)
H (-5.235643, -4.136627, -4.528473)
H (-6.006291, -2.915533, -5.496259)
H (-2.590040, -1.226969, -6.242016)
H (-4.216011, -0.780424, -5.990173)
H (-3.989437, -0.830204, -3.558701)
H (-2.722897, 0.101789, -4.277255)
H (-2.140416, -1.580256, -2.404805)
H (-1.045475, -1.514808, -3.752438)
H (-0.187162, -3.535551, -4.483489)
H (-0.258641, -3.463055, -2.781695)
H (-0.800814, -4.983819, -3.589373)
H (-3.172999, -5.031731, -2.908975)
H (-2.432076, -4.082882, -1.712119)
H (-4.006030, -3.568770, -2.439563)
H (-4.844342, -2.656613, -7.485195)
H (-4.295426, -4.273891, -7.220360)
H (-3.108832, -3.001443, -7.670533)
H (-2.518611, -5.102129, -6.174508)
C (-0.543161, 1.549253, 2.929031)
C (-0.105170, 0.231642, 2.278737)
C (-1.307428, -0.591398, 1.820486)
C (-1.901906, -0.085820, 0.512260)
C (-0.830548, -0.177694, -0.566418)
C (0.396204, 0.661477, -0.241312)
N (0.787261, 0.446450, 1.148761)
O (2.032117, 1.031058, 1.454194)
C (1.540744, 0.216900, -1.144370)
C (0.104402, 2.147473, -0.531685)
C (0.604748, -0.636323, 3.322601)
H (-1.049028, 2.171468, 2.195973)
H (0.331768, 2.033052, 3.373349)
H (-1.183165, 1.384428, 3.802365)
H (-1.081839, -1.655511, 1.719296)
H (-2.097707, -0.497845, 2.570670)
H (-2.261370, 0.943761, 0.584520)
H (-2.758285, -0.676328, 0.172475)
H (-1.246682, 0.215961, -1.501364)
H (-0.530418, -1.212012, -0.758594)
H (1.231951, 0.266824, -2.192014)
H (2.465737, 0.781425, -1.015865)
H (1.838268, -0.820908, -0.951866)
H (0.990335, 2.760924, -0.385567)
H (-0.262396, 2.231050, -1.559962)
H (-0.683703, 2.542730, 0.115064)
H (-0.150747, -1.025947, 4.010623)
H (1.359842, -0.065143, 3.862685)
H (1.040092, -1.520744, 2.856952)
H (1.969399, 2.026703, 1.479750)
C (0.117798, 0.800398, -4.556256)
C (0.974669, 2.058832, -4.673297)
C (1.915104, 2.078793, -5.858257)
O (2.649591, 0.874960, -5.869256)
C (3.236329, 0.592253, -7.105921)
N (0.116326, 3.265596, -4.704836)
H (0.699462, -0.105012, -4.372482)
H (-0.583590, 0.651262, -5.380076)
H (-0.457131, 0.942500, -3.635131)
H (1.596502, 2.116257, -3.772631)
H (2.587576, 2.939661, -5.755805)
H (1.337597, 2.160454, -6.793451)
H (4.007038, 1.329398, -7.375931)
H (2.502098, 0.517927, -7.917396)
H (3.752973, -0.365584, -7.032967)
H (-0.400394, 3.204277, -5.581631)
H (-0.583059, 3.151829, -3.968615)
C (3.186677, 2.943982, 3.960728)
C (3.665185, 3.563217, 2.639861)
C (4.749477, 2.727219, 2.009908)
O (5.916625, 2.852564, 2.794079)
C (6.540232, 1.630489, 3.058297)
N (2.547771, 3.725410, 1.699061)
H (3.992506, 3.085949, 4.685030)
H (2.905487, 1.898305, 3.849765)
H (2.374535, 3.545459, 4.380090)
H (4.092308, 4.538823, 2.909662)
H (4.930864, 3.056730, 0.979817)
H (4.406838, 1.684930, 1.995312)
H (5.850690, 0.938733, 3.565799)
H (7.390838, 1.804036, 3.712854)
H (6.878458, 1.123541, 2.145207)
H (1.841642, 4.353087, 2.088281)
H (2.888102, 4.278516, 0.908952)
C (-1.108896, -4.088258, 3.700055)
C (-1.677091, -5.087041, 2.690877)
C (-2.481171, -4.333072, 1.629705)
O (-3.578443, -3.600845, 2.166195)
C (-4.500482, -3.221586, 1.183079)
N (-0.580833, -5.813969, 1.993865)
H (-1.913362, -3.395880, 3.942955)
H (-0.212816, -3.631217, 3.281622)
H (-0.824472, -4.579760, 4.630078)
H (-2.279815, -5.833685, 3.208998)
H (-2.921470, -5.099308, 0.970059)
H (-1.796670, -3.697811, 1.052930)
H (-5.010666, -4.080312, 0.727091)
H (-4.029833, -2.631923, 0.384844)
H (-5.272657, -2.607811, 1.650845)
H (-1.043326, -6.135834, 1.141479)
H (0.092735, -5.121188, 1.657060)
C (7.447058, 4.105669, -2.937213)
C (6.015118, 4.558871, -2.640657)
C (5.460301, 3.773667, -1.455776)
O (4.125938, 4.162867, -1.122883)
C (3.164242, 3.627344, -1.988348)
N (6.021310, 6.004397, -2.359428)
H (8.061544, 4.210115, -2.044229)
H (7.846325, 4.769699, -3.709296)
H (7.454906, 3.120767, -3.401943)
H (5.405645, 4.375552, -3.528797)
H (6.069884, 3.971717, -0.567263)
H (5.489497, 2.682275, -1.593193)
H (3.125012, 4.160498, -2.945997)
H (2.191524, 3.670989, -1.504864)
H (3.353911, 2.564438, -2.195584)
H (6.733610, 6.178348, -1.649318)
H (5.164599, 6.230511, -1.852734)
C (3.126411, -4.835905, 8.912569)
C (1.972881, -5.377567, 8.106427)
C (1.797646, -4.631475, 6.809698)
O (1.639081, -3.257858, 7.086973)
C (1.225440, -2.544971, 5.938722)
N (2.208480, -6.804192, 7.796798)
H (3.184678, -5.317058, 9.891658)
H (3.032666, -3.758643, 9.038513)
H (4.081081, -5.033001, 8.417284)
H (1.054639, -5.262485, 8.701606)
H (0.929623, -5.028242, 6.268278)
H (2.713263, -4.784416, 6.219463)
H (1.226176, -1.474786, 6.146874)
H (0.172912, -2.752594, 5.712403)
H (1.865600, -2.765800, 5.079456)
H (1.436076, -7.146756, 7.234466)
H (2.218316, -7.329451, 8.662171)
C (-4.087481, 4.494359, -2.666521)
C (-3.614196, 3.145173, -2.133950)
C (-4.747789, 2.144386, -2.099852)
O (-4.414966, 1.108907, -1.201071)
C (-5.518592, 0.321852, -0.795262)
N (-2.499737, 2.701700, -3.010894)
H (-4.379858, 4.441167, -3.720920)
H (-3.314312, 5.256824, -2.568170)
H (-4.959979, 4.887130, -2.136592)
H (-3.156008, 3.330081, -1.160364)
H (-4.941074, 1.765667, -3.114123)
H (-5.659162, 2.650505, -1.747624)
H (-6.321732, 0.360341, -1.536961)
H (-5.946857, 0.705098, 0.141042)
H (-5.167247, -0.693019, -0.618998)
H (-2.424791, 1.692708, -2.895454)
H (-2.782123, 2.848238, -3.977999)
C (-4.455071, -2.249067, 4.929264)
O (-3.789974, -1.409534, 4.006114)
H (-3.777869, -2.956944, 5.427005)
H (-4.881579, -1.633290, 5.719580)
H (-5.246761, -2.838774, 4.455905)
H (-3.466573, -1.966389, 3.281685)
C (-4.086812, 2.161768, 2.368371)
O (-5.302589, 2.611406, 2.994547)
H (-3.361527, 1.779138, 3.085194)
H (-4.361765, 1.345845, 1.694346)
H (-3.701085, 2.998171, 1.794535)
H (-5.671710, 1.847567, 3.447225)
C (-0.308827, 5.396179, -1.331523)
O (0.899534, 6.147500, -1.269130)
H (-1.092422, 5.999046, -1.800614)
H (-0.178375, 4.461196, -1.877561)
H (-0.595188, 5.141974, -0.311913)
H (1.217963, 6.297300, -2.163591)
C (-1.028566, 5.622897, 2.579709)
O (0.359129, 5.781568, 2.310957)
H (-1.145341, 4.829851, 3.312658)
H (-1.479007, 6.527085, 2.999971)
H (-1.574124, 5.363912, 1.666207)
H (0.464448, 6.526718, 1.711190)
C (2.586500, -4.195912, 0.074516)
O (1.787948, -3.856483, 1.175421)
H (3.549377, -4.617649, 0.389170)
H (2.095646, -4.952387, -0.538272)
H (2.803913, -3.330620, -0.559657)
H (2.053615, -3.010151, 1.560387)
C (4.119723, -1.181080, 2.768999)
O (3.400226, -1.392355, 1.541591)
H (4.260153, -2.151773, 3.239271)
H (5.083901, -0.716891, 2.543698)
H (3.571734, -0.500561, 3.422769)
H (2.769028, -0.660575, 1.472495)

Atoms 1-3, force components in eV/Å:
C -0.627 -0.375 -0.169
C 0.180 0.524 0.369
C -0.368 0.633 -0.791

---

In order of appearance, max |F| = 3.883, 1.456 eV/Å.
In order of appearance, DFT total energy = -131118.344, -92431.527 eV.